[1]
A molecular structure, C50H52Cl3N6O2RuS2Te. Source: OMol25; level of theory: ωB97M-V with the def2-TZVPD basis set.

As for the gap between HOMO and LUMO (spin up / spin down): 8.05 / 5.94 eV. Its energy above the lowest of the compared OMol25 structures with the same formula, charge and spin is 7.2 kJ/mol. As for the spin multiplicity: 5. Its total charge is +1.

Each line ends with the Mulliken charge.
Cartesian coordinates (Å):
Ru1 0.083 -1.750 1.406  0.32
S1 -0.614 -1.060 3.653  -0.44
C1 0.857 -1.857 4.187  0.85
C2 1.427 -1.710 5.448  -0.97
C3 2.624 -2.353 5.701  -0.22
C4 3.224 -3.119 4.706  -0.96
C5 2.585 -3.222 3.487  -0.41
N1 1.422 -2.613 3.242  0.07
H1 0.941 -1.093 6.191  0.47
H2 3.098 -2.250 6.669  0.42
H3 4.164 -3.626 4.873  0.45
H4 2.998 -3.809 2.675  0.51
C6 -0.196 7.963 1.807  -1.60
C7 0.034 6.477 1.726  0.56
C8 -1.020 5.596 1.522  -0.99
C9 -0.819 4.223 1.442  0.82
C10 -2.016 3.327 1.211  -1.61
C11 0.482 3.718 1.599  0.05
Te1 0.655 1.577 1.613  0.36
N2 1.640 -0.583 1.200  0.76
C12 2.295 -1.375 0.367  -0.22
O1 1.736 -2.511 0.117  -0.94
C13 3.595 -1.040 -0.261  0.51
C14 4.024 0.280 -0.371  0.38
C15 5.246 0.568 -0.959  -1.14
C16 6.047 -0.465 -1.431  -0.53
C17 5.621 -1.783 -1.327  -0.93
C18 4.393 -2.071 -0.750  -0.09
C19 1.798 1.595 3.389  1.42
C20 3.076 1.048 3.368  -0.42
C21 3.870 1.083 4.503  -0.74
C22 3.374 1.654 5.666  -0.87
C23 2.088 2.171 5.688  -0.73
C24 1.270 2.153 4.559  0.77
C25 -0.120 2.728 4.654  -1.64
C26 1.570 4.590 1.750  1.39
C27 3.005 4.131 1.839  -1.41
C28 1.318 5.956 1.826  -0.87
H5 -1.254 8.207 1.727  0.36
H6 0.333 8.479 1.005  0.36
H7 0.175 8.363 2.752  0.35
H8 -2.027 5.987 1.419  0.32
H9 -2.907 3.924 1.021  0.46
H10 -2.220 2.693 2.079  0.33
H11 -1.869 2.667 0.351  0.07
H12 3.392 1.080 -0.005  0.31
H13 5.575 1.595 -1.050  0.46
H14 7.005 -0.241 -1.882  0.43
H15 6.245 -2.584 -1.701  0.44
H16 4.037 -3.091 -0.670  0.45
H17 3.462 0.602 2.461  0.12
H18 4.869 0.667 4.475  0.49
H19 3.983 1.686 6.561  0.41
H20 1.697 2.600 6.604  0.44
H21 -0.445 2.767 5.693  0.53
H22 -0.841 2.117 4.106  0.13
H23 -0.156 3.740 4.248  0.27
H24 3.169 3.194 1.305  -0.16
H25 3.310 3.972 2.876  0.29
H26 3.666 4.882 1.407  0.57
H27 2.155 6.635 1.956  0.49
C29 -2.859 -2.581 1.430  -0.40
C30 -3.958 -3.601 1.042  -0.95
N3 -3.375 -4.931 0.885  -0.16
C31 -2.482 -4.924 -0.270  -0.90
C32 -1.424 -3.801 -0.126  0.27
N4 -1.517 -3.200 1.239  1.08
C33 -1.387 -4.308 2.228  -0.65
C34 -2.603 -5.260 2.084  -0.94
H28 -2.927 -2.297 2.478  0.63
H29 -2.906 -1.668 0.842  -0.03
H30 -4.443 -3.327 0.103  0.27
H31 -4.728 -3.641 1.812  0.38
H32 -3.077 -4.775 -1.172  0.40
H33 -2.009 -5.904 -0.342  0.27
H34 -1.565 -3.011 -0.858  -0.34
H35 -0.407 -4.172 -0.239  0.32
H36 -1.325 -3.864 3.220  0.34
H37 -0.443 -4.812 2.023  0.42
H38 -3.263 -5.177 2.947  0.32
H39 -2.273 -6.297 2.018  0.34
Cl1 -5.355 2.482 -9.376  -0.20
C35 -4.552 1.764 -8.024  0.41
C36 -3.181 1.890 -7.891  -1.03
C37 -2.562 1.302 -6.799  0.10
C38 -3.273 0.595 -5.834  -0.38
C39 -2.513 -0.015 -4.676  1.07
C40 -2.859 0.588 -3.320  -1.35
N5 -1.776 0.351 -2.371  0.72
C41 -0.465 0.745 -2.494  -1.83
C42 0.195 0.183 -1.446  -1.02
N6 -0.692 -0.532 -0.662  2.19
C43 -1.857 -0.409 -1.266  -1.59
O2 -2.678 -1.417 -4.563  -0.39
C44 -1.741 -2.164 -5.349  -1.00
C45 -0.406 -2.283 -4.668  0.40
C46 0.705 -1.531 -4.922  0.66
Cl2 0.913 -0.337 -6.145  -0.21
S2 2.035 -1.924 -3.917  -0.19
C47 1.123 -3.137 -3.130  -0.25
C48 -0.137 -3.227 -3.627  -0.99
C49 -4.653 0.493 -6.003  0.81
Cl3 -5.646 -0.354 -4.853  -0.20
C50 -5.296 1.067 -7.087  -0.83
H40 -2.609 2.429 -8.633  0.43
H41 -1.487 1.387 -6.695  0.30
H42 -1.455 0.188 -4.851  -0.41
H43 -3.739 0.090 -2.921  0.43
H44 -3.066 1.653 -3.410  0.23
H45 -0.117 1.361 -3.306  0.59
H46 1.247 0.241 -1.228  0.85
H47 -2.791 -0.847 -0.955  0.38
H48 -1.627 -1.723 -6.344  0.40
H49 -2.187 -3.149 -5.468  0.46
H50 1.582 -3.732 -2.356  0.50
H51 -0.873 -3.941 -3.279  0.54
H52 -6.368 0.973 -7.195  0.45

***

[2]
A molecular structure, C50H54BrFN6O4STl at a distorted geometry. Source: OMol25; level of theory: ωB97M-V with the def2-TZVPD basis set.

As for the gap between HOMO and LUMO: 5.13 eV. Its energy above the lowest of the compared OMol25 structures with the same formula, charge and spin is 1.6 kJ/mol. Its total charge is -1.

Each line ends with the Mulliken charge.
Cartesian coordinates (Å):
Tl1 0.156 -0.684 -0.407  0.67
Br1 -1.034 -1.744 -3.367  -0.11
C1 -2.021 -3.108 -2.492  0.71
C2 -2.477 -4.133 -3.253  -0.59
C3 -3.189 -5.203 -2.659  -0.88
C4 -3.689 -5.051 -1.402  -0.90
C5 -3.337 -3.936 -0.607  0.60
C6 -3.973 -3.752 0.640  -1.07
C7 -3.613 -2.706 1.440  -1.07
C8 -2.612 -1.777 0.967  0.16
C9 -2.027 -1.860 -0.292  -1.27
C10 -2.425 -2.951 -1.124  1.56
H1 -2.196 -4.087 -4.296  0.42
H2 -3.452 -6.069 -3.274  0.37
H3 -4.259 -5.914 -0.981  0.25
H4 -4.685 -4.464 1.025  0.41
H5 -4.138 -2.467 2.388  0.33
H6 -2.352 -0.990 1.658  0.40
C11 -0.744 -0.535 5.163  -1.46
C12 -0.653 -1.166 3.739  0.85
C13 -0.799 -2.691 3.813  -1.79
C14 0.688 -0.687 3.146  1.28
C15 1.854 -1.271 3.607  -0.17
C16 3.078 -0.599 3.588  -1.63
C17 3.137 0.591 2.910  -0.23
C18 2.038 1.092 2.215  0.83
C19 2.174 2.306 1.447  2.00
C20 2.408 3.594 2.276  -1.25
C21 3.321 2.052 0.450  -1.62
C22 0.763 0.496 2.373  -1.13
N1 -0.445 0.851 1.695  0.30
C23 -1.037 2.030 2.031  0.53
C24 -0.652 2.780 3.151  -0.96
C25 -1.200 4.007 3.511  -1.00
C26 -2.230 4.540 2.720  -0.83
C27 -2.689 3.812 1.613  -0.80
C28 -2.151 2.587 1.338  -0.09
F1 -2.622 1.942 0.163  -0.07
H7 -1.667 -0.925 5.671  0.42
H8 -0.795 0.560 4.951  0.30
H9 0.098 -0.816 5.731  0.36
H10 -1.453 -0.768 3.133  -0.31
H11 -0.048 -3.116 4.429  0.53
H12 -0.743 -3.237 2.888  0.16
H13 -1.749 -2.965 4.278  0.38
H14 1.792 -2.135 4.276  0.16
H15 3.849 -0.944 4.198  0.60
H16 4.088 1.059 2.859  0.45
H17 1.296 2.457 0.808  -0.88
H18 3.303 3.572 2.840  0.44
H19 1.518 3.809 2.935  0.18
H20 2.510 4.434 1.543  0.11
H21 4.198 1.768 0.992  0.66
H22 3.457 2.944 -0.121  0.17
H23 3.045 1.226 -0.199  0.22
H24 0.102 2.443 3.869  0.70
H25 -0.881 4.561 4.347  0.50
H26 -2.634 5.505 2.881  0.42
H27 -3.561 4.168 1.142  0.53
O1 3.883 6.447 -0.082  -0.63
N2 2.831 6.180 -0.649  1.12
O2 1.814 6.772 -0.442  -0.63
C29 2.883 4.988 -1.501  -0.80
C30 4.016 4.761 -2.144  -0.52
C31 4.177 3.683 -3.062  1.11
C32 5.416 3.413 -3.678  -0.79
C33 5.401 2.440 -4.625  -0.51
C34 4.284 1.617 -4.799  -0.43
N3 3.181 1.776 -4.093  -0.56
C35 3.090 2.820 -3.279  -0.11
C36 1.847 3.073 -2.611  0.11
N4 0.781 2.203 -2.812  -0.46
C37 -0.382 2.518 -2.241  -0.90
C38 -0.624 3.652 -1.481  -0.64
C39 0.414 4.499 -1.182  -0.66
C40 1.667 4.197 -1.736  1.86
H28 4.852 5.439 -1.881  0.47
H29 6.346 3.916 -3.429  0.42
H30 6.250 2.227 -5.205  0.45
H31 4.405 0.835 -5.561  0.37
H32 -1.173 1.795 -2.373  0.80
H33 -1.664 3.835 -1.152  0.45
H34 0.092 5.411 -0.687  0.42
O3 -7.977 1.060 -2.412  -0.68
S1 -6.617 0.790 -2.949  0.37
C41 -5.439 1.114 -1.536  -0.49
C42 -5.488 -0.133 -0.691  -0.24
C43 -5.435 -1.369 -1.586  0.20
C44 -6.466 -1.066 -2.716  -0.81
H35 -5.778 2.008 -0.990  0.47
H36 -4.448 1.275 -2.005  0.13
H37 -6.442 -0.161 -0.170  0.46
H38 -4.701 -0.045 0.073  -0.24
H39 -5.715 -2.283 -1.093  0.36
H40 -4.452 -1.466 -1.995  -0.22
H41 -7.537 -1.305 -2.416  0.30
H42 -6.273 -1.416 -3.718  0.44
C45 2.694 -2.078 -2.840  -0.83
N5 2.782 -2.917 -1.669  0.39
C46 3.740 -2.540 -0.654  -0.61
C47 3.222 -2.869 0.756  0.67
C48 2.683 -4.312 0.798  -0.88
N6 1.613 -4.409 -0.164  0.61
C49 0.645 -5.419 0.099  -1.00
C50 1.733 -3.821 -1.439  0.18
O4 1.025 -4.093 -2.406  -0.69
H43 2.924 -1.035 -2.683  0.25
H44 1.741 -2.192 -3.323  0.13
H45 3.476 -2.345 -3.576  0.33
H46 3.840 -1.466 -0.679  0.28
H47 4.726 -3.069 -0.964  0.16
H48 2.431 -2.204 1.032  -0.74
H49 4.069 -2.663 1.431  0.39
H50 2.323 -4.536 1.826  0.47
H51 3.527 -5.028 0.553  0.21
H52 1.059 -6.406 0.011  0.31
H53 -0.137 -5.375 -0.652  0.22
H54 0.226 -5.158 1.090  0.28